--- w ---
The ion C4H10NO with charge +1, computed with ωB97M-V/def2-TZVPD.

Structure (XYZ):
```
16
C4H10NO ωB97M-V/def2-TZVPD
C 0.912 1.001 -0.911
C -0.251 0.059 -0.665
C -0.658 -0.126 0.797
C 0.488 -0.782 1.577
O 1.365 -1.345 0.983
N -1.520 0.754 -1.301
H 1.080 0.956 -1.994
H 0.768 1.939 -0.390
H 1.788 0.437 -0.589
H -0.210 -0.885 -1.199
H -1.016 0.752 1.335
H -1.426 -0.907 0.868
H 0.652 -0.662 2.657
H -1.801 1.606 -0.815
H -1.208 1.044 -2.241
H -2.323 0.127 -1.416
```

Summary:
- 2S+1 = 1
- E_HOMO (Eh) = -0.51045
- lowest unoccupied orbital energy (eV) = -3.8
- total charge = +1
- orbital gap (eV) = 10.1

--- x ---
The ion C4H10NO with charge +1, computed with ωB97M-V/def2-TZVPD.

Structure (XYZ):
```
16
C4H10NO ωB97M-V/def2-TZVPD
C 1.491 -0.922 -0.401
C 0.550 0.027 0.240
C 0.753 1.519 -0.033
C -0.857 -0.271 0.758
N -1.739 -0.588 -0.382
O 1.613 -0.535 0.965
H 1.114 -1.957 -0.480
H 2.258 -0.623 -1.103
H 1.603 1.662 0.594
H -0.084 2.194 0.401
H 0.985 1.814 -1.035
H -1.075 0.731 1.269
H -0.724 -1.039 1.471
H -1.525 -1.519 -0.759
H -1.567 0.121 -1.201
H -2.796 -0.614 -0.303
```

Summary:
- 2S+1 = 1
- E_HOMO (Eh) = -0.53858
- lowest unoccupied orbital energy (eV) = -4.1
- total charge = +1
- orbital gap (eV) = 10.5

--- y ---
A cluster of 2 separate species, C4H10NO in total, computed with ωB97M-V/def2-TZVPD.

Structure (XYZ):
```
16
C4H10NO ωB97M-V/def2-TZVPD
C -1.385 -1.668 0.171
C -0.183 -0.889 0.504
C 1.388 1.658 -0.309
C 1.089 0.776 -1.401
N -1.521 -0.277 0.333
O 0.379 -0.639 1.730
H -1.453 -2.080 -0.844
H -1.959 -2.430 0.901
H 1.982 2.377 -0.743
H 1.852 1.101 0.482
H 0.370 2.020 0.228
H 1.769 -0.058 -1.662
H 0.255 0.977 -2.131
H -1.764 0.311 -0.362
H -1.966 0.096 1.178
H 1.147 -1.273 1.924
```

Summary:
- 2S+1 = 1
- E_HOMO (spin up / spin down) (Eh) = -0.45006 / -0.49612
- lowest unoccupied orbital energy (spin up / spin down) (eV) = -5.3 / -3.9
- total charge = +1
- orbital gap (spin up / spin down) (eV) = 6.9 / 9.6

Stability summary: most stable w, least stable y.